(1)
Entry from the Open Molecules 2025 dataset: C33H55N2O22S5 as an isolated structure at a distorted geometry (ωB97M-V/def2-TZVPD).

Calculated values
* HOMO level: -10.4 eV
* calculated total energy: -5045.343731 Eh
* net charge: +1
* gap between HOMO and LUMO: 6.59 eV
* LUMO level: -3.8 eV

Cartesian coordinates (Å):
C  -3.176  -0.877  -0.797
C  -3.154  -0.367  0.747
C  -1.708  0.295  0.992
C  -1.536  0.871  2.478
C  -1.474  -0.267  3.628
C  -0.083  -1.060  3.526
C  -0.189  -2.553  2.986
C  -1.523  -3.279  2.621
C  -1.561  -4.742  2.065
C  -2.930  -5.489  1.634
C  -2.795  -5.976  0.102
C  -2.498  -4.771  -0.922
N  -1.719  -5.262  -2.113
C  -0.994  -4.146  -2.782
C  0.462  -3.864  -2.163
C  1.370  -5.031  -1.652
C  2.790  -4.819  -1.048
C  3.351  -3.355  -0.962
C  2.505  -2.167  -1.455
C  1.084  -2.427  -2.057
O  0.374  -1.284  -2.528
C  -0.182  -5.441  1.937
N  1.033  -4.770  2.276
C  1.114  -3.407  2.774
C  2.599  -2.865  3.033
C  2.830  -2.208  4.481
O  2.896  -0.740  4.400
H  -2.266  -1.513  -1.063
H  -4.119  -1.498  -0.990
H  -3.228  0.025  -1.510
H  -3.342  -1.239  1.459
H  -3.986  0.414  0.921
H  -1.660  1.212  0.286
H  -0.826  -0.372  0.706
H  -0.589  1.517  2.609
H  -2.414  1.574  2.752
H  -1.440  0.316  4.628
H  -2.407  -0.920  3.683
H  0.341  -1.115  4.602
H  0.700  -0.440  2.943
H  -2.526  -2.755  2.714
H  -2.950  -6.453  2.274
H  -3.863  -4.861  1.841
H  -3.813  -6.432  -0.202
H  -1.955  -6.769  0.054
H  -1.872  -3.922  -0.465
H  -3.470  -4.265  -1.303
H  -2.437  -5.613  -2.774
H  -0.843  -4.403  -3.899
H  -1.615  -3.191  -2.682
H  0.930  -6.076  -1.739
H  3.408  -5.722  -0.710
H  4.400  -3.198  -0.521
H  2.951  -1.106  -1.403
H  0.483  -0.536  -1.884
H  -0.142  -6.510  1.525
H  1.912  -5.306  2.131
H  2.923  -2.176  2.160
H  3.322  -3.768  2.969
H  3.835  -2.511  4.966
H  1.941  -2.470  5.161
H  2.824  -0.464  3.452
C  -0.505  6.000  1.434
C  -0.347  5.154  2.687
O  -0.121  3.827  2.213
S  0.684  3.901  0.801
O  2.074  3.708  1.070
O  -0.035  3.132  -0.168
O  0.443  5.474  0.499
H  -1.505  5.889  1.006
H  -0.308  7.054  1.623
H  -1.229  5.188  3.327
H  0.531  5.461  3.262
C  3.868  -5.299  -4.201
C  2.862  -4.353  -4.835
O  3.551  -3.766  -5.939
S  4.603  -4.846  -6.541
O  3.994  -5.487  -7.663
O  5.890  -4.234  -6.603
O  4.581  -5.882  -5.293
H  4.584  -4.755  -3.579
H  3.386  -6.074  -3.604
H  2.520  -3.584  -4.142
H  1.999  -4.899  -5.227
C  3.585  9.883  1.155
C  3.012  10.020  -0.247
O  3.047  8.700  -0.791
S  2.824  7.628  0.406
O  1.445  7.249  0.421
O  3.886  6.677  0.363
O  3.084  8.640  1.648
H  4.677  9.826  1.132
H  3.279  10.702  1.807
H  3.589  10.707  -0.866
H  1.968  10.346  -0.217
C  -3.792  7.346  5.884
C  -4.813  8.265  5.232
O  -4.149  8.800  4.086
S  -3.115  7.695  3.509
O  -3.752  7.006  2.431
O  -1.827  8.300  3.389
O  -3.107  6.715  4.801
H  -3.061  7.916  6.464
H  -4.260  6.599  6.526
H  -5.137  9.065  5.898
H  -5.685  7.704  4.886
C  -0.793  -2.489  -7.158
C  -1.457  -1.131  -7.335
O  -1.424  -0.530  -6.040
S  -0.090  -1.031  -5.257
O  0.917  -0.030  -5.404
O  -0.478  -1.556  -3.980
O  0.279  -2.270  -6.240
H  -1.483  -3.210  -6.709
H  -0.414  -2.889  -8.099
H  -2.482  -1.213  -7.696
H  -0.881  -0.498  -8.016

Löwdin atomic charge list, values in e, 8 entries: -0.120 -0.230 -0.210 -0.200 -0.183 -0.150 -0.028 0.099

=====

(2)
Entry from the Open Molecules 2025 dataset: C15H22BF2N5O6Rh as an isolated structure (ωB97M-V/def2-TZVPD).

Calculated values
* HOMO level: -11.5 eV
* ΔE to the lowest compared entry with this formula, charge and spin: 0.0 kJ/mol
* calculated total energy: -1645.003168 Eh
* net charge: +1
* gap between HOMO and LUMO: 9.24 eV
* LUMO level: -2.2 eV

Cartesian coordinates (Å):
Rh  -0.089  -0.297  -0.440
C  0.804  4.519  2.224
N  0.742  3.651  1.051
C  1.150  4.255  -0.214
C  0.453  2.354  1.123
O  0.500  1.641  0.104
C  0.060  1.823  2.497
O  -0.067  0.432  2.529
C  -1.312  -0.094  2.913
C  -2.224  -0.346  1.715
O  -1.880  0.037  0.575
N  -3.397  -0.921  1.913
C  -3.880  -1.375  3.211
C  -4.274  -1.237  0.786
H  0.684  5.547  1.892
H  0.003  4.307  2.927
H  1.765  4.430  2.733
H  0.577  5.167  -0.374
H  2.212  4.507  -0.186
H  0.953  3.569  -1.029
H  0.839  2.114  3.208
H  -0.865  2.325  2.802
H  -1.114  -1.030  3.431
H  -1.823  0.581  3.609
H  -3.229  -1.063  4.019
H  -4.873  -0.964  3.388
H  -3.947  -2.463  3.215
H  -3.869  -0.818  -0.127
H  -4.355  -2.319  0.684
H  -5.263  -0.820  0.975
F  2.046  -1.899  0.753
B  0.764  -1.576  0.786
F  0.018  -2.250  1.665
N  3.211  0.193  -2.894
C  2.304  0.533  -1.965
N  1.528  -0.474  -1.645
C  1.951  -1.564  -2.414
C  1.517  -2.888  -2.462
C  2.167  -3.733  -3.336
C  3.229  -3.292  -4.142
C  3.678  -1.991  -4.091
C  3.018  -1.143  -3.209
H  3.906  0.808  -3.282
H  2.229  1.518  -1.539
H  0.705  -3.238  -1.845
H  1.853  -4.765  -3.403
H  3.707  -3.992  -4.813
H  4.502  -1.649  -4.703
O  -1.411  -0.390  -2.608
N  -1.696  -1.517  -2.195
O  -2.478  -2.275  -2.692
O  -1.032  -1.928  -1.123

natural (NBO) atomic charge list, values in e, 8 entries: 0.808 -0.420 -0.377 -0.420 0.694 -0.674 -0.151 -0.512

=====

(3)
Entry from the Open Molecules 2025 dataset: a 2-piece molecular cluster, C6H13F2N overall at a distorted geometry (ωB97M-V/def2-TZVPD).

Calculated values
* HOMO level: -8.1 eV
* ΔE to the lowest compared entry with this formula, charge and spin: 354.0 kJ/mol
* calculated total energy: -490.782184 Eh
* gap between HOMO and LUMO: 8.83 eV
* LUMO level: 0.7 eV

Cartesian coordinates (Å):
C  0.843  0.027  -1.551
C  -1.695  0.049  -1.971
C  -0.823  1.723  -0.352
C  -0.816  -0.903  0.007
C  2.447  -0.913  2.429
C  -0.610  0.293  -0.853
N  -1.111  -0.677  1.266
F  1.634  -0.883  3.535
F  2.822  -2.251  2.315
H  1.153  0.626  -2.403
H  1.563  0.432  -0.846
H  0.984  -0.988  -1.753
H  -2.707  0.221  -1.614
H  -1.524  -1.058  -2.208
H  -1.674  0.615  -2.924
H  -1.845  1.878  -0.131
H  -0.353  1.914  0.571
H  -0.538  2.408  -1.165
H  3.325  -0.383  2.529
H  1.782  -0.847  1.561
H  -1.306  0.160  1.744
H  -1.548  -1.443  1.814

natural (NBO) atomic charge list, values in e, 8 entries: -0.595 -0.608 -0.634 0.126 0.421 -0.180 -0.752 -0.353

=====

(4)
Entry from the Open Molecules 2025 dataset: one molecule with the formula C16H24N4OS (ωB97M-V/def2-TZVPD).

Calculated values
* HOMO level: -8.1 eV
* ΔE to the lowest compared entry with this formula, charge and spin: 6.2 kJ/mol
* calculated total energy: -1316.540322 Eh
* gap between HOMO and LUMO: 8.91 eV
* LUMO level: 0.8 eV

Cartesian coordinates (Å):
C  4.555  2.315  -2.580
C  4.036  3.577  -1.889
N  4.227  3.546  -0.456
C  3.478  2.867  0.434
S  3.909  2.815  2.038
N  2.312  2.321  0.016
N  1.592  1.508  0.890
C  0.932  0.442  0.374
O  0.880  0.272  -0.832
C  0.214  -0.399  1.406
C  0.090  -1.845  0.928
C  -0.758  -2.653  1.918
N  -2.062  -2.095  2.197
C  -3.155  -2.481  1.322
C  -3.124  -1.961  -0.098
C  -2.480  -2.674  -1.101
C  -2.412  -2.178  -2.391
C  -2.997  -0.962  -2.698
C  -3.662  -0.252  -1.712
C  -3.726  -0.751  -0.423
C  -1.980  -0.707  2.583
C  -1.190  0.183  1.612
H  5.615  2.183  -2.377
H  4.027  1.431  -2.230
H  4.414  2.398  -3.654
H  2.972  3.719  -2.101
H  4.572  4.450  -2.268
H  5.097  3.897  -0.085
H  2.146  2.029  -0.944
H  1.907  1.612  1.853
H  0.762  -0.363  2.355
H  -0.368  -1.842  -0.062
H  1.079  -2.298  0.844
H  -0.221  -2.702  2.874
H  -0.885  -3.674  1.554
H  -4.076  -2.143  1.807
H  -3.167  -3.575  1.303
H  -2.028  -3.629  -0.870
H  -1.902  -2.741  -3.158
H  -2.942  -0.571  -3.703
H  -4.131  0.692  -1.947
H  -4.253  -0.195  0.341
H  -1.485  -0.674  3.562
H  -2.992  -0.316  2.705
H  -1.696  0.228  0.647
H  -1.124  1.195  2.017

natural (NBO) atomic charge list, values in e, 8 entries: -0.619 -0.225 -0.586 0.281 -0.304 -0.445 -0.458 0.681

=====

(5)
Entry from the Open Molecules 2025 dataset: C5H10N2O2 as an isolated structure at a distorted geometry (ωB97M-V/def2-TZVPD).

Calculated values
* HOMO level (spin up / spin down): -7.3 / -6.6 eV
* ΔE to the lowest compared entry with this formula, charge and spin: 847.4 kJ/mol
* calculated total energy: -456.231447 Eh
* gap between HOMO and LUMO (spin up / spin down): 7.73 / 7.22 eV
* LUMO level (spin up / spin down): 0.4 / 0.6 eV

Cartesian coordinates (Å):
C  1.139  1.014  -1.514
N  0.861  -1.095  0.575
C  -0.898  -0.671  -0.109
C  -0.798  0.708  0.121
N  -1.624  1.280  1.109
C  0.346  1.356  -0.295
C  -1.677  -1.547  -0.706
O  1.811  -2.009  0.172
O  1.131  -0.775  1.917
H  0.310  -0.357  2.223
H  2.455  -2.038  0.902
H  -1.306  2.159  1.494
H  -2.337  0.671  1.486
H  0.537  2.343  0.120
H  -2.533  -1.238  -1.303
H  -1.458  -2.611  -0.668
H  2.209  1.052  -1.298
H  0.899  0.026  -1.908
H  0.933  1.732  -2.317

natural (NBO) atomic charge list, values in e, 8 entries: -0.638 0.091 0.150 -0.007 -0.850 -0.144 -0.463 -0.557

=====

(6)
Entry from the Open Molecules 2025 dataset: a 3-piece molecular cluster, C16H31NO6 overall at a distorted geometry (ωB97M-V/def2-TZVPD).

Calculated values
* HOMO level: -9.0 eV
* ΔE to the lowest compared entry with this formula, charge and spin: 363.3 kJ/mol
* calculated total energy: -1134.343110 Eh
* gap between HOMO and LUMO: 9.74 eV
* LUMO level: 0.7 eV

Cartesian coordinates (Å):
C  -0.249  0.593  1.455
C  0.487  0.171  0.325
N  1.957  0.168  0.373
C  2.574  -1.137  0.050
C  2.719  -1.500  -1.497
C  1.645  -2.602  -2.015
C  0.326  -1.913  -2.616
C  2.569  1.295  -0.270
O  3.692  1.354  -0.788
O  1.804  2.514  -0.253
C  1.214  2.751  -1.555
H  0.164  1.256  2.272
H  -1.330  0.234  1.536
H  -0.118  -0.153  -0.572
H  3.590  -1.211  0.547
H  1.917  -1.951  0.520
H  2.767  -0.611  -2.202
H  3.733  -2.031  -1.606
H  1.446  -3.347  -1.183
H  2.153  -3.170  -2.873
H  -0.554  -2.096  -1.902
H  0.094  -2.435  -3.595
H  0.502  -0.803  -2.775
H  0.819  3.827  -1.529
H  1.946  2.614  -2.417
H  0.288  2.081  -1.645
C  -4.026  -1.783  -4.157
C  -2.947  -2.831  -4.333
O  -2.646  -3.478  -3.089
C  -3.334  -4.519  -2.587
C  -4.656  -4.889  -3.204
O  -2.925  -5.098  -1.610
H  -4.965  -2.225  -3.818
H  -4.211  -1.258  -5.097
H  -3.728  -1.055  -3.399
H  -3.194  -3.564  -5.106
H  -2.023  -2.345  -4.655
H  -5.458  -4.410  -2.643
H  -4.771  -5.973  -3.145
H  -4.740  -4.630  -4.257
C  2.749  4.477  4.753
C  1.308  4.943  4.709
O  0.428  3.868  4.356
C  -0.068  2.975  5.230
C  0.511  2.907  6.617
O  -0.918  2.193  4.876
H  2.901  3.708  5.513
H  3.419  5.312  4.970
H  3.035  4.035  3.796
H  0.991  5.419  5.641
H  1.199  5.696  3.927
H  1.278  2.133  6.645
H  -0.289  2.646  7.311
H  0.927  3.848  6.968

natural (NBO) atomic charge list, values in e, 8 entries: -0.359 -0.072 -0.501 -0.223 -0.428 -0.404 -0.638 0.904

=====

(7)
Entry from the Open Molecules 2025 dataset: one molecule with the formula C25H27N3O5S (ωB97M-V/def2-TZVPD).

Calculated values
* HOMO level: -8.0 eV
* ΔE to the lowest compared entry with this formula, charge and spin: 20.9 kJ/mol
* calculated total energy: -1907.597564 Eh
* gap between HOMO and LUMO: 8.25 eV
* LUMO level: 0.3 eV

Cartesian coordinates (Å):
C  0.778  -1.707  -5.481
C  0.318  -1.418  -4.066
O  0.977  -2.332  -3.179
C  0.769  -2.162  -1.880
O  0.082  -1.284  -1.420
C  1.475  -3.239  -1.075
C  0.587  -4.493  -1.067
C  1.270  -5.596  -0.262
C  1.646  -5.083  1.142
N  1.196  -3.719  1.325
C  0.334  -3.431  2.332
O  -0.034  -4.272  3.131
C  -0.146  -2.015  2.423
C  0.097  -1.282  3.587
C  -0.370  0.011  3.697
C  -1.065  0.602  2.643
C  -1.519  1.993  2.733
O  -1.394  2.680  3.722
N  -2.128  2.493  1.581
C  -2.430  3.914  1.551
C  -1.580  4.685  0.573
C  -2.139  5.751  -0.112
C  -1.392  6.511  -0.995
C  -0.064  6.196  -1.204
C  0.516  5.133  -0.532
C  -0.228  4.373  0.362
O  0.278  3.310  1.061
C  1.632  2.974  0.905
C  -2.336  1.773  0.440
S  -3.047  2.398  -0.908
N  -1.964  0.466  0.442
C  -1.312  -0.137  1.481
C  -0.884  -1.460  1.392
C  1.761  -2.793  0.377
H  1.854  -1.576  -5.561
H  0.285  -1.025  -6.168
H  0.531  -2.729  -5.755
H  0.564  -0.395  -3.763
H  -0.765  -1.551  -3.964
H  2.404  -3.483  -1.598
H  0.412  -4.827  -2.090
H  -0.377  -4.253  -0.614
H  0.596  -6.449  -0.185
H  2.166  -5.925  -0.790
H  2.731  -5.117  1.285
H  1.174  -5.679  1.924
H  0.647  -1.742  4.392
H  -0.201  0.597  4.588
H  -3.485  4.046  1.296
H  -2.254  4.277  2.569
H  -3.181  5.982  0.046
H  -1.848  7.336  -1.519
H  0.533  6.773  -1.894
H  1.554  4.903  -0.713
H  2.289  3.801  1.192
H  1.855  2.667  -0.122
H  1.801  2.133  1.577
H  -2.056  -0.032  -0.435
H  -1.112  -2.025  0.504
H  2.846  -2.751  0.537
H  1.351  -1.796  0.541

natural (NBO) atomic charge list, values in e, 8 entries: -0.623 -0.074 -0.506 0.823 -0.631 -0.328 -0.382 -0.412

=====

(8)
Entry from the Open Molecules 2025 dataset: C18H21AlP2 as an isolated structure at a distorted geometry (ωB97M-V/def2-TZVPD).

Calculated values
* HOMO level: -4.2 eV
* calculated total energy: -1623.481826 Eh
* gap between HOMO and LUMO: 4.62 eV
* LUMO level: 0.5 eV

Cartesian coordinates (Å):
C  -2.741  1.527  -1.939
C  -2.093  1.061  -3.145
C  -1.952  -0.341  -3.093
C  -2.529  -0.834  -1.904
C  -3.000  0.265  -1.099
Al  -1.443  1.477  -0.253
P  -2.195  2.798  1.411
H  -3.366  2.429  -1.872
H  -1.796  1.707  -3.963
H  -1.481  -0.951  -3.856
H  -3.793  0.192  -0.340
H  -2.637  -1.879  -1.631
H  -3.404  2.423  2.080
H  -2.440  4.145  0.989
H  -1.261  2.962  2.485
C  1.894  1.442  -0.909
P  0.598  0.394  -0.197
C  1.100  -1.253  -0.817
C  1.248  -1.471  -2.203
C  1.554  -2.744  -2.687
C  1.727  -3.813  -1.796
C  1.658  -3.584  -0.419
C  1.371  -2.306  0.070
C  0.896  0.415  1.618
C  0.114  -0.414  2.452
C  0.199  -0.293  3.838
C  1.030  0.677  4.410
C  1.785  1.519  3.587
C  1.724  1.390  2.199
H  1.899  1.316  -1.998
H  2.862  1.123  -0.503
H  1.717  2.496  -0.669
H  1.121  -0.637  -2.901
H  1.657  -2.908  -3.762
H  1.926  -4.817  -2.176
H  1.832  -4.402  0.285
H  1.358  -2.126  1.144
H  -0.569  -1.144  2.007
H  -0.385  -0.962  4.474
H  1.083  0.780  5.494
H  2.428  2.285  4.027
H  2.304  2.059  1.563

natural (NBO) atomic charge list, values in e, 8 entries: -0.519 -0.277 -0.288 -0.277 -0.519 0.554 0.035 0.253